This record from the Open Molecules 2025 dataset describes a single C2H2N2O3 molecule in a non-equilibrium geometry. The level of theory is ωB97M-V with the def2-TZVPD basis set.

```
9
Properties=species:S:1:pos:R:3:nbo_charge:R:1
O 2.9451 -0.0773 0.2902 -0.48
C 1.8809 -0.2698 -0.1619 0.50
N 0.7338 0.3304 0.2161 -0.34
N -0.4790 -0.1686 -0.1092 0.27
O -0.6780 -1.2753 -0.5900 -0.33
C -1.7227 0.6028 0.3405 0.51
O -2.7980 0.1692 0.0791 -0.40
H 1.5876 -0.7764 -1.0988 0.09
H -1.4696 1.4650 1.0340 0.18
```

- HOMO energy (spin up / spin down) (eV) = -10.57 / -10.57
- DFT total energy (hartree) = -412.5002
- LUMO (spin up / spin down) (eV) = -2.20 / -2.20
- SMILES = O=C/N=[N+](\[O-])C=O